# 1
C5H10O | ωB97M-V/def2-TZVPD

```
16
C5H10O ωB97M-V/def2-TZVPD
C -1.3860 0.4108 0.4079
C -0.4597 -1.1071 -1.0913
C -0.1874 0.0205 -0.4390
C 0.8628 1.0231 -0.8747
C 1.0520 -0.6630 1.5126
O 2.1877 -0.7459 1.1151
H -1.2988 1.4678 0.6375
H -1.5426 -0.1915 1.3094
H -2.2784 0.2734 -0.2172
H -0.2291 -1.2329 -2.1337
H -1.1150 -1.8349 -0.6133
H 0.6442 1.3457 -1.8957
H 0.8940 1.9049 -0.2223
H 1.8759 0.6003 -0.8643
H 0.3514 -1.5191 1.5539
H 0.6355 0.2656 1.9585
```

Output
HOMO-LUMO gap = 9.3 eV
E_LUMO = 0.39 eV
ΔE to the lowest compared entry with this formula, charge and spin = 2.7596 eV
F_max = 1.36 eV Å⁻¹
SMILES string = C=C(C)C.C=O
M = 86.13 g/mol

The Mulliken scheme yields these atomic charges, measured in e: atom 1 (C): -1.4384, atom 2 (C): -0.7947, atom 3 (C): 0.6659, atom 4 (C): -1.2061, atom 5 (C): -0.0285, atom 6 (O): -0.4473, atom 7 (H): 0.3882, atom 8 (H): 0.3833, atom 9 (H): 0.4004, atom 10 (H): 0.2936, atom 11 (H): 0.2743, atom 12 (H): 0.3764, atom 13 (H): 0.3319, atom 14 (H): 0.3251, atom 15 (H): 0.2272, atom 16 (H): 0.2487

=====

# 2
C3H11BNO2 | ωB97M-V/def2-TZVPD

```
18
C3H11BNO2 ωB97M-V/def2-TZVPD
B -2.2720 -0.5167 0.0904
C -0.8443 1.8582 -0.0611
C 3.2739 -0.2535 0.1184
C -0.9510 0.4271 0.0379
N 2.0463 -0.8186 -0.4873
O -2.1397 -1.8377 0.1124
O -3.4546 0.1768 0.1357
H -1.0930 2.1379 1.0169
H -1.5918 2.4670 -0.6502
H 0.1289 1.9762 -0.4133
H 3.4613 0.6619 -0.4203
H 2.9480 0.0998 1.1931
H 4.0059 -1.0223 0.1686
H 0.0194 -0.0879 0.1659
H 2.1980 -1.3302 -1.2996
H 1.3885 -1.2253 0.1022
H -2.9207 -2.3626 0.1555
H -4.2032 -0.3502 0.0348
```

Output
HOMO-LUMO gap = 5.5 eV
charge = +1
E_LUMO = -7.25 eV
ΔE to the lowest compared entry with this formula, charge and spin = 3.9783 eV
F_max = 3.84 eV Å⁻¹
M = 103.94 g/mol

The Mulliken scheme yields these atomic charges, measured in e: atom 1 (B): 0.6150, atom 2 (C): -0.9299, atom 3 (C): -0.6988, atom 4 (C): 0.3941, atom 5 (N): -0.4504, atom 6 (O): -0.4295, atom 7 (O): -0.4439, atom 8 (H): 0.3389, atom 9 (H): 0.3538, atom 10 (H): 0.3648, atom 11 (H): 0.2610, atom 12 (H): 0.2247, atom 13 (H): 0.3284, atom 14 (H): -0.0037, atom 15 (H): 0.1752, atom 16 (H): 0.3050, atom 17 (H): 0.3039, atom 18 (H): 0.2910

=====

# 3
C36H76F12N4O11 | ωB97M-V/def2-TZVPD

```
139
C36H76F12N4O11 ωB97M-V/def2-TZVPD
C -6.2012 0.2011 0.1794
C -5.5811 1.4472 0.7584
C -4.1280 1.6748 0.2836
C -3.4565 2.8168 1.0796
N -2.1823 3.2838 0.5603
C -1.1463 2.2266 0.7069
C -0.2558 2.6589 1.8846
C -0.2458 4.2021 1.7269
C -1.7346 4.4492 1.4080
C -2.1993 3.7699 -0.8714
H -7.0969 -0.1130 0.7022
H -5.5194 -0.6444 0.1633
H -6.5275 0.3455 -0.8661
H -5.5239 1.3648 1.8266
H -6.1805 2.3184 0.4162
H -4.1036 1.9290 -0.7847
H -3.4825 0.7752 0.3838
H -3.3713 2.5214 2.1090
H -4.1077 3.6956 1.1252
H -0.5234 2.2217 -0.1941
H -1.6084 1.2568 0.7758
H 0.7014 2.2025 1.8043
H -0.7287 2.4444 2.8513
H 0.4363 4.4919 0.9277
H 0.1006 4.7269 2.6519
H -1.9006 5.4132 0.9230
H -2.2261 4.3745 2.3823
H -2.5450 3.0530 -1.5792
H -1.1319 4.0529 -0.9860
H -2.7456 4.7052 -0.8471
C 2.2642 -1.0046 -1.6840
C 1.0862 -0.5309 -0.8598
O 0.4698 0.4761 -1.2434
N 0.7197 -1.3887 0.0658
H 0.0844 -2.9088 -1.3900
H 1.7138 -2.5958 0.3329
C -0.4958 -0.9376 0.7408
H 2.6273 -2.0423 -1.6201
H 3.0778 -0.2840 -1.4975
H 1.9355 -0.8719 -2.7428
H -1.4153 -1.0238 0.1882
H -0.3721 0.0963 1.0378
H -0.6425 -1.4728 1.6522
C -0.7676 1.1960 -4.2056
C 0.3545 0.8552 -5.1898
C 0.1705 1.4818 -6.6084
O 1.1820 1.0014 -7.5080
C 1.4052 1.6295 -8.7375
N 1.6280 1.2642 -4.5655
H 2.4582 0.7712 -4.9392
H 1.6699 2.2645 -4.6605
H 1.5549 1.0088 -3.5808
H -0.4740 0.7992 -3.2524
H -1.6391 0.6159 -4.5444
H -0.9228 2.2551 -4.2010
H 0.4729 -0.2347 -5.2125
H 0.1806 2.5816 -6.5251
H -0.8367 1.1604 -6.9658
H 1.1665 2.7247 -8.8044
H 0.7455 1.1317 -9.4895
H 2.4414 1.4768 -9.0079
C 0.4958 -0.9604 6.6666
C 0.3021 -2.2684 5.9729
C 1.3430 -2.2904 4.8645
O 1.6131 -3.6421 4.4862
C 0.4931 -4.2556 3.7728
N 0.5072 -3.4032 6.9394
H -0.2893 -3.5620 7.5297
H 0.7171 -4.1745 6.2325
H 1.3242 -3.2345 7.5261
H 0.3798 -0.1481 5.9487
H 1.4917 -0.8784 7.1707
H -0.2211 -0.7661 7.4357
H -0.6771 -2.3574 5.5407
H 2.3119 -1.9716 5.2434
H 0.8435 -1.7799 4.0503
H -0.4949 -3.9418 4.1209
H 0.5563 -5.3306 3.8121
H 0.5591 -3.9643 2.7407
C -0.6697 -3.4961 -3.0190
O 0.2805 -2.8657 -3.9896
O -0.0616 -3.7500 -1.8263
C -1.8432 -2.5338 -2.8894
F -1.4447 -1.4753 -2.2361
F -2.3951 -2.1507 -4.0541
F -2.8670 -3.0111 -2.1265
C 1.3944 -3.6981 -4.3330
C 2.4112 -3.0109 -5.2551
H 2.1727 -2.8766 -6.2938
H 2.5886 -2.0121 -4.8771
H 3.3355 -3.5464 -5.2540
H 0.9894 -4.6204 -4.7533
H 1.8645 -3.9825 -3.3957
H -0.9395 -4.5102 -3.2145
C 3.1419 -3.2680 1.4719
O 4.3391 -2.5033 1.1482
O 2.3301 -3.3954 0.3596
C 3.6823 -4.6009 2.0004
F 4.5477 -5.2918 1.1870
F 4.2348 -4.4593 3.1973
F 2.6780 -5.4183 2.2674
C 4.7510 -1.3190 1.8886
C 5.0184 -0.2574 0.8768
H 5.4869 0.6419 1.2744
H 5.7879 -0.4229 0.1847
H 4.1795 0.1599 0.4199
H 5.7103 -1.4167 2.4114
H 3.9780 -1.0473 2.6198
H 2.5702 -2.6541 2.1999
C -3.0317 -2.3582 3.9914
O -2.4281 -2.6850 2.6715
O -2.3351 -2.9131 4.9363
C -2.8782 -0.7917 3.9497
F -1.6894 -0.2859 3.6436
F -3.6744 -0.1515 2.8881
F -3.3054 -0.2589 5.0623
C -2.9659 -3.4848 1.7034
C -4.0179 -2.7717 0.8636
H -4.9773 -2.5196 1.3520
H -3.5918 -1.8026 0.5256
H -4.3295 -3.2724 -0.0517
H -3.3669 -4.4607 2.0825
H -2.2225 -3.6922 0.9613
H -4.1536 -2.5042 3.7858
C 2.9337 5.6248 0.4155
O 1.7316 5.2409 -0.6931
O 4.0497 5.8294 -0.1362
C 2.1703 6.9650 0.8022
F 1.3908 7.6571 -0.0687
F 1.3009 6.5587 1.8470
F 2.8899 7.9548 1.3932
C 1.9927 4.0194 -1.3140
C 2.1007 4.1954 -2.7997
H 3.0199 4.7350 -3.0671
H 2.1016 3.2138 -3.2654
H 1.2056 4.7302 -3.1415
H 1.1862 3.2689 -1.1667
H 2.8704 3.5313 -0.8292
H 2.8882 4.7892 1.1311
```

Output
HOMO-LUMO gap = 6.8 eV
E_LUMO = -0.25 eV
ΔE to the lowest compared entry with this formula, charge and spin = 1.2943 eV
F_max = 3.56 eV Å⁻¹
M = 969.00 g/mol

Atom charges from the Mulliken analysis, given in e for atoms 1 to 99: atom 1 (C): -1.0864, atom 2 (C): -0.6193, atom 3 (C): 0.3181, atom 4 (C): -1.3419, atom 5 (N): 1.0138, atom 6 (C): 2.2901, atom 7 (C): -0.8049, atom 8 (C): 0.5827, atom 9 (C): -0.8589, atom 10 (C): -1.0179, atom 11 (H): 0.3960, atom 12 (H): -0.0362, atom 13 (H): 0.3897, atom 14 (H): 0.3630, atom 15 (H): 0.3781, atom 16 (H): 0.5441, atom 17 (H): -0.6134, atom 18 (H): 0.5976, atom 19 (H): 0.6374, atom 20 (H): -1.2077, atom 21 (H): -0.9776, atom 22 (H): 0.5742, atom 23 (H): 0.1126, atom 24 (H): -0.7174, atom 25 (H): 0.6464, atom 26 (H): 0.3294, atom 27 (H): 0.3434, atom 28 (H): 0.2212, atom 29 (H): 0.4302, atom 30 (H): 0.3840, atom 31 (C): -0.9047, atom 32 (C): 0.3777, atom 33 (O): -0.1964, atom 34 (N): 0.5554, atom 35 (H): -0.0227, atom 36 (H): 0.4932, atom 37 (C): -0.4456, atom 38 (H): 0.2918, atom 39 (H): 0.3644, atom 40 (H): -0.6583, atom 41 (H): 0.0988, atom 42 (H): -0.6091, atom 43 (H): -0.2375, atom 44 (C): -1.4774, atom 45 (C): 0.8069, atom 46 (C): -0.8906, atom 47 (O): -0.3121, atom 48 (C): -0.7466, atom 49 (N): 0.1799, atom 50 (H): 0.4131, atom 51 (H): 0.4845, atom 52 (H): -0.4306, atom 53 (H): 0.1175, atom 54 (H): 0.4708, atom 55 (H): 0.4978, atom 56 (H): 0.0110, atom 57 (H): 0.4396, atom 58 (H): 0.4243, atom 59 (H): 0.2980, atom 60 (H): 0.2792, atom 61 (H): 0.2479, atom 62 (C): -1.6963, atom 63 (C): 0.5733, atom 64 (C): -0.1093, atom 65 (O): -0.6292, atom 66 (C): -0.5750, atom 67 (N): 0.0254, atom 68 (H): 0.3886, atom 69 (H): 0.3848, atom 70 (H): 0.3814, atom 71 (H): 0.2559, atom 72 (H): 0.4684, atom 73 (H): 0.4770, atom 74 (H): -0.3631, atom 75 (H): 0.7021, atom 76 (H): -0.1361, atom 77 (H): 0.5350, atom 78 (H): 0.2824, atom 79 (H): 0.0813, atom 80 (C): -0.2701, atom 81 (O): -0.2226, atom 82 (O): -0.4526, atom 83 (C): 0.6163, atom 84 (F): -0.1832, atom 85 (F): -0.3242, atom 86 (F): -0.2632, atom 87 (C): -0.3545, atom 88 (C): -1.1415, atom 89 (H): 0.3790, atom 90 (H): 0.1362, atom 91 (H): 0.3970, atom 92 (H): 0.4444, atom 93 (H): 0.2937, atom 94 (H): 0.6147, atom 95 (C): 0.8283, atom 96 (O): -0.4034, atom 97 (O): -0.4886, atom 98 (C): 0.5408, atom 99 (F): -0.2906

=====

# 4
C3H4INO | ωB97M-V/def2-TZVPD

```
10
C3H4INO ωB97M-V/def2-TZVPD
C 1.1173 0.6896 -0.2211
C 0.5089 -0.4052 -0.9047
C -0.8485 -0.5186 -0.9765
N -1.2397 -0.4641 1.4307
O -1.7777 -0.9074 -1.5621
I 0.2737 0.6704 1.9091
H 2.1967 0.5609 0.0090
H 0.8284 1.6078 -0.4255
H 1.0656 -1.2825 -0.9824
H -2.1246 0.0492 1.7235
```

Output
HOMO-LUMO gap = 8.4 eV
E_LUMO = 0.13 eV
ΔE to the lowest compared entry with this formula, charge and spin = 4.2552 eV
F_max = 4.82 eV Å⁻¹
M = 196.97 g/mol

The Mulliken scheme yields these atomic charges, measured in e: atom 1 (C): -0.9402, atom 2 (C): -0.4469, atom 3 (C): 0.6954, atom 4 (N): -0.6755, atom 5 (O): -0.3512, atom 6 (I): 0.3747, atom 7 (H): 0.3745, atom 8 (H): 0.4697, atom 9 (H): 0.2784, atom 10 (H): 0.2211